No. 1
Below is 4 unconnected molecules or ions with the total composition C50H31BBrClFO7, with properties calculated with ωB97M-V/def2-TZVPD.

CARTESIAN COORDINATES (ANGSTROEM)
O  4.03  -0.38  -1.99
C  3.89  0.78  -2.22
Cl  3.03  1.78  -0.99
C  4.31  1.57  -3.39
B  3.12  2.41  -4.18
F  2.88  3.64  -3.51
Br  1.35  1.35  -4.17
C  3.62  2.71  -5.70
C  3.20  2.03  -6.84
C  3.71  2.33  -8.10
C  4.68  3.31  -8.25
C  5.12  4.00  -7.12
C  4.60  3.70  -5.87
H  5.07  2.30  -3.09
H  4.76  0.86  -4.09
H  2.43  1.27  -6.75
H  3.35  1.78  -8.97
H  5.09  3.54  -9.22
H  5.87  4.78  -7.21
H  4.94  4.25  -5.00
C  -4.26  0.91  5.14
C  -4.65  0.03  4.14
C  -4.04  0.08  2.90
C  -3.05  1.02  2.65
C  -2.67  1.92  3.65
C  -3.28  1.85  4.90
C  -1.63  2.96  3.40
O  -1.31  3.73  4.28
C  -1.03  3.02  2.04
C  -0.09  4.01  1.77
C  0.49  4.08  0.51
C  0.14  3.17  -0.48
C  -0.79  2.18  -0.21
C  -1.39  2.11  1.04
C  -2.40  1.06  1.30
O  -2.73  0.25  0.45
H  -4.73  0.87  6.12
H  -5.42  -0.70  4.33
H  -4.32  -0.62  2.13
H  -2.97  2.55  5.66
H  0.18  4.71  2.55
H  1.22  4.85  0.30
H  0.61  3.22  -1.45
H  -1.06  1.46  -0.97
C  -12.32  -4.45  -0.62
C  -11.61  -5.24  -1.51
C  -10.28  -4.97  -1.78
C  -9.66  -3.89  -1.16
C  -10.37  -3.09  -0.27
C  -11.71  -3.38  0.00
C  -9.74  -1.91  0.39
O  -10.36  -1.22  1.17
C  -8.32  -1.61  0.05
C  -7.72  -0.50  0.62
C  -6.39  -0.20  0.33
C  -5.66  -1.03  -0.53
C  -6.26  -2.14  -1.09
C  -7.59  -2.43  -0.81
C  -8.22  -3.62  -1.45
O  -7.59  -4.35  -2.19
H  -13.36  -4.67  -0.41
H  -12.10  -6.08  -2.00
H  -9.71  -5.58  -2.47
H  -12.25  -2.75  0.70
H  -8.29  0.14  1.28
H  -5.93  0.67  0.76
H  -4.63  -0.80  -0.74
H  -5.71  -2.79  -1.76
C  11.40  -0.64  3.11
C  11.18  -1.56  4.13
C  9.92  -2.09  4.31
C  8.87  -1.71  3.49
C  9.09  -0.77  2.47
C  10.36  -0.25  2.29
C  7.98  -0.32  1.59
O  8.19  0.49  0.70
C  6.62  -0.88  1.83
C  5.56  -0.44  1.05
C  4.29  -0.95  1.25
C  4.08  -1.91  2.24
C  5.14  -2.35  3.02
C  6.41  -1.84  2.83
C  7.52  -2.31  3.70
O  7.35  -3.15  4.55
H  12.39  -0.22  2.96
H  11.99  -1.86  4.78
H  9.73  -2.81  5.10
H  10.52  0.47  1.49
H  5.74  0.30  0.28
H  3.47  -0.61  0.64
H  3.09  -2.32  2.39
H  4.98  -3.10  3.79

Calculated values
* total charge: -1
* E: -5609.87290 Eh
* molar mass: 889.0 g/mol
* highest occupied orbital energy: -6.13 eV
* gap between HOMO and LUMO: 6.372 eV

Results of the Mulliken charge analysis, in e, for atoms 1 through 8: number 1, O, carries -0.53; number 2, C, carries 0.51; number 3, Cl, carries -0.13; number 4, C, carries -0.89; number 5, B, carries 0.68; number 6, F, carries -0.34; number 7, Br, carries -0.46; number 8, C, carries 0.35


No. 2
Below is a molecular structure, C21H30F3N3O6PPdS2, with properties calculated with ωB97M-V/def2-TZVPD.

CARTESIAN COORDINATES (ANGSTROEM)
Pd  -1.37  1.82  0.14
O  -2.40  0.93  2.69
N  -3.01  -0.11  2.29
C  -3.00  -1.24  3.06
C  -3.69  -2.35  2.68
C  -4.43  -2.37  1.50
C  -4.43  -1.24  0.71
C  -3.68  -0.12  1.09
S  -3.54  1.21  0.01
H  -2.43  -1.14  3.96
H  -3.65  -3.22  3.33
H  -4.98  -3.25  1.19
H  -4.93  -1.21  -0.24
F  0.18  6.83  0.37
C  0.78  6.33  -0.72
F  1.87  7.08  -0.95
F  -0.05  6.52  -1.76
C  1.14  4.88  -0.55
C  2.44  4.43  -0.68
C  2.74  3.09  -0.54
C  1.72  2.20  -0.26
N  0.47  2.65  -0.13
C  0.15  3.94  -0.28
S  -1.58  4.10  -0.10
H  3.23  5.15  -0.89
H  3.76  2.72  -0.63
H  1.87  1.14  -0.13
C  1.87  -2.14  -0.13
C  0.60  -2.94  0.13
C  0.78  -4.38  -0.31
C  0.20  -2.87  1.60
O  -0.50  -2.45  -0.68
P  -0.95  -0.95  -0.95
O  -2.27  -0.97  -1.61
O  -0.81  -0.17  0.37
O  0.20  -0.29  -1.85
C  0.22  -0.25  -3.31
C  -0.80  0.77  -3.79
C  1.63  0.20  -3.64
C  -0.05  -1.64  -3.88
H  2.70  -2.60  0.42
H  1.77  -1.11  0.22
H  2.11  -2.14  -1.19
H  1.56  -4.86  0.28
H  1.06  -4.42  -1.36
H  -0.16  -4.93  -0.18
H  0.99  -3.30  2.22
H  -0.72  -3.44  1.76
H  0.04  -1.84  1.90
H  -0.61  1.74  -3.32
H  -1.81  0.45  -3.52
H  -0.73  0.88  -4.87
H  1.83  1.17  -3.18
H  1.76  0.29  -4.72
H  2.36  -0.52  -3.26
H  -1.06  -1.97  -3.62
H  0.67  -2.36  -3.49
H  0.04  -1.61  -4.96
C  2.48  -0.50  4.30
C  1.76  0.24  3.19
N  0.47  0.54  3.44
O  2.31  0.53  2.14
H  2.25  -0.08  5.28
H  3.55  -0.44  4.12
H  2.18  -1.54  4.29
H  0.04  0.27  4.30
H  -0.15  0.87  2.70

Calculated values
* spin multiplicity: 2
* total charge: 0
* E: -2999.29650 Eh
* molar mass: 679.0 g/mol
* ΔE to the lowest compared entry with this formula, charge and spin: 1.39 kJ/mol
* highest occupied orbital energy (alpha / beta): -8.35 / -8.34 eV
* gap between HOMO and LUMO (alpha / beta): 7.968 / 5.500 eV

Results of the Mulliken charge analysis, in e, for atoms 1 through 8: number 1, Pd, carries -0.40; number 2, O, carries -0.72; number 3, N, carries 0.76; number 4, C, carries -0.18; number 5, C, carries -0.65; number 6, C, carries -0.39; number 7, C, carries -0.58; number 8, C, carries 0.59


No. 3
Below is a molecular structure, C36H38AsN5OPdS2, with properties calculated with ωB97M-V/def2-TZVPD.

CARTESIAN COORDINATES (ANGSTROEM)
Pd  1.95  0.55  0.25
S  3.77  0.29  -1.35
C  4.78  -0.94  -0.70
C  6.20  -0.81  -0.81
C  7.05  -1.90  -0.51
C  6.48  -3.09  -0.04
C  5.14  -3.20  0.25
C  4.27  -2.13  -0.14
As  2.36  -1.84  0.08
C  1.84  -3.10  1.48
C  0.56  -3.70  1.30
C  0.13  -4.56  2.35
C  0.95  -4.86  3.43
C  2.17  -4.16  3.58
C  2.61  -3.28  2.60
C  1.68  -2.33  -1.66
C  0.69  -1.61  -2.32
C  -0.11  -2.22  -3.32
C  0.28  -3.45  -3.84
C  1.46  -4.08  -3.32
C  2.13  -3.60  -2.22
H  6.53  0.12  -1.24
H  8.11  -1.82  -0.69
H  7.13  -3.99  0.15
H  4.67  -4.05  0.74
H  -0.02  -3.54  0.40
H  -0.83  -5.05  2.21
H  0.63  -5.55  4.13
H  2.76  -4.31  4.43
H  3.56  -2.70  2.76
H  0.53  -0.56  -2.06
H  -1.05  -1.76  -3.62
H  -0.37  -3.95  -4.54
H  1.84  -4.97  -3.93
H  3.04  -4.06  -1.83
C  -5.55  -2.81  -0.68
C  -4.18  -2.65  -0.10
C  -3.23  -3.45  -0.99
N  -2.47  -3.99  -1.69
H  -6.37  -2.33  -0.13
H  -5.79  -3.87  -0.70
H  -5.60  -2.50  -1.76
H  -3.91  -3.09  0.86
H  -3.70  -1.64  -0.07
C  -5.15  5.12  -0.97
C  -4.01  4.30  -0.47
N  -4.34  2.88  -0.26
C  -5.61  2.52  0.40
C  -6.38  1.49  -0.48
C  -3.38  1.93  -0.07
O  -3.58  0.88  0.55
C  -2.04  2.08  -0.81
C  -1.86  2.76  -2.04
C  -0.58  2.92  -2.49
C  0.49  2.34  -1.80
N  0.29  1.48  -0.76
C  -0.94  1.40  -0.24
H  -4.97  6.21  -1.04
H  -6.08  5.11  -0.39
H  -5.50  4.81  -1.99
H  -3.60  4.69  0.48
H  -3.18  4.33  -1.17
H  -6.14  3.50  0.62
H  -5.35  1.96  1.34
H  -6.46  1.87  -1.55
H  -7.36  1.23  -0.04
H  -5.79  0.57  -0.54
H  -2.72  3.09  -2.58
H  -0.35  3.56  -3.31
H  1.46  2.58  -2.18
H  -1.07  0.72  0.63
C  3.43  5.08  4.26
C  3.25  4.14  3.12
C  3.96  4.28  1.87
C  3.66  3.41  0.81
N  2.78  2.43  1.04
C  2.13  2.41  2.24
S  1.17  0.92  2.44
N  2.23  3.27  3.23
H  3.69  6.10  3.95
H  4.26  4.76  4.89
H  2.56  5.07  4.88
H  4.83  4.92  1.82
H  4.10  3.43  -0.20

Calculated values
* spin multiplicity: 5
* total charge: +2
* E: -4902.98431 Eh
* molar mass: 802.2 g/mol
* ΔE to the lowest compared entry with this formula, charge and spin: 197.03 kJ/mol
* highest occupied orbital energy (alpha / beta): -12.82 / -13.70 eV
* gap between HOMO and LUMO (alpha / beta): 7.432 / 4.754 eV

Results of the Mulliken charge analysis, in e, for atoms 1 through 8: number 1, Pd, carries 0.59; number 2, S, carries -0.49; number 3, C, carries 0.63; number 4, C, carries -0.65; number 5, C, carries -0.69; number 6, C, carries -0.46; number 7, C, carries -0.18; number 8, C, carries -0.12


No. 4
Below is a molecular structure, C4H6OS2, with properties calculated with ωB97M-V/def2-TZVPD.

CARTESIAN COORDINATES (ANGSTROEM)
C  1.50  0.02  0.50
C  0.30  0.41  -0.31
C  -1.93  0.28  -0.13
C  0.18  -0.73  0.82
H  2.33  -0.23  -1.69
H  1.52  0.37  1.45
H  0.42  0.09  -1.40
H  -2.38  0.29  -1.22
H  -2.60  0.52  0.75
H  -0.28  -0.40  1.83
O  -0.86  1.21  -0.15
S  2.98  -0.40  -0.23
S  -1.18  -1.42  -0.23

Calculated values
* total charge: 0
* E: -1027.41474 Eh
* molar mass: 134.2 g/mol
* ΔE to the lowest compared entry with this formula, charge and spin: 569.21 kJ/mol
* highest occupied orbital energy: -8.28 eV
* gap between HOMO and LUMO: 8.531 eV

Results of the Mulliken charge analysis, in e, for atoms 1 through 8: number 1, C, carries -0.06; number 2, C, carries 0.11; number 3, C, carries -0.37; number 4, C, carries -0.24; number 5, H, carries 0.17; number 6, H, carries 0.33; number 7, H, carries 0.11; number 8, H, carries 0.29


No. 5
Below is a molecular structure, C5H4O3, with properties calculated with ωB97M-V/def2-TZVPD.

CARTESIAN COORDINATES (ANGSTROEM)
C  -0.51  1.13  -0.03
C  -0.02  0.16  -1.10
C  -0.59  -0.01  0.87
C  0.78  -0.57  0.95
C  1.24  -0.46  -0.50
H  -0.04  0.15  -2.24
H  -1.29  -0.14  1.67
H  1.32  -0.85  1.88
H  2.31  -0.57  -0.53
O  -0.77  2.35  0.11
O  -1.06  -0.63  -0.51
O  0.88  -1.73  0.15

Calculated values
* total charge: 0
* E: -418.46986 Eh
* molar mass: 112.1 g/mol
* ΔE to the lowest compared entry with this formula, charge and spin: 504.01 kJ/mol
* highest occupied orbital energy: -10.35 eV
* gap between HOMO and LUMO: 11.054 eV

Results of the Mulliken charge analysis, in e, for atoms 1 through 8: number 1, C, carries -0.06; number 2, C, carries 0.13; number 3, C, carries -0.04; number 4, C, carries -0.15; number 5, C, carries -0.29; number 6, H, carries 0.40; number 7, H, carries 0.50; number 8, H, carries 0.47


No. 6
Below is a single C26H28N2O3S molecule, with properties calculated with ωB97M-V/def2-TZVPD.

CARTESIAN COORDINATES (ANGSTROEM)
C  -5.19  3.44  0.05
H  -5.55  4.45  -0.15
O  -4.25  3.17  -0.96
C  -3.62  1.96  -0.95
C  -3.83  0.95  -0.02
C  -3.15  -0.25  -0.09
C  -2.23  -0.46  -1.12
C  -2.03  0.53  -2.07
C  -2.72  1.73  -1.99
H  -2.57  2.50  -2.72
H  -1.34  0.39  -2.88
O  -1.55  -1.66  -1.12
C  -0.95  -2.07  -2.32
H  -0.61  -3.09  -2.15
H  -0.09  -1.44  -2.59
H  -1.67  -2.06  -3.15
C  -3.41  -1.31  0.95
H  -4.48  -1.45  1.07
H  -2.97  -2.25  0.62
C  -2.81  -0.93  2.31
N  -1.37  -0.86  2.26
C  -0.58  -1.61  3.06
O  -1.02  -2.34  3.93
C  0.88  -1.42  2.84
C  1.41  -1.22  1.58
C  2.78  -1.01  1.37
C  3.61  -1.02  2.51
C  3.07  -1.22  3.77
C  1.72  -1.43  3.95
H  1.31  -1.60  4.93
H  3.75  -1.23  4.62
S  5.36  -0.78  2.47
C  5.66  -0.90  0.68
C  4.56  -0.14  -0.05
N  3.30  -0.83  0.10
C  2.53  -1.03  -1.10
C  1.89  0.23  -1.65
C  1.39  1.21  -0.80
C  0.80  2.35  -1.33
C  0.71  2.52  -2.70
C  1.21  1.55  -3.54
C  1.80  0.41  -3.02
H  2.19  -0.34  -3.69
H  1.14  1.68  -4.62
H  0.25  3.41  -3.10
H  0.41  3.10  -0.66
H  1.47  1.09  0.27
H  3.20  -1.44  -1.86
H  1.77  -1.78  -0.91
H  4.51  0.88  0.35
H  4.80  -0.08  -1.11
H  5.66  -1.95  0.40
H  6.64  -0.47  0.50
H  0.75  -1.24  0.73
H  -0.97  -0.28  1.55
H  -3.21  0.04  2.64
H  -3.06  -1.69  3.06
H  -4.54  1.09  0.78
H  -6.03  2.74  0.02
H  -4.73  3.42  1.05

Calculated values
* SMILES: COc1ccc(OC)c(CCNC(=O)c2ccc3c(c2)N(Cc2ccccc2)CCS3)c1
* total charge: 0
* E: -1740.99261 Eh
* molar mass: 448.6 g/mol
* ΔE to the lowest compared entry with this formula, charge and spin: 7.85 kJ/mol
* highest occupied orbital energy: -7.52 eV
* gap between HOMO and LUMO: 8.103 eV

Results of the Mulliken charge analysis, in e, for atoms 1 through 8: number 1, C, carries -0.84; number 2, H, carries 0.25; number 3, O, carries -0.48; number 4, C, carries 0.52; number 5, C, carries -0.07; number 6, C, carries -0.60; number 7, C, carries 0.75; number 8, C, carries -0.40


- total charge of number 4 (C4H6OS2)?
  0


- Among the records above, which one has the highest total charge?
  C36H38AsN5OPdS2


- What is the formula in the third record?
  C36H38AsN5OPdS2